No. 1
{"formula": "C8H23N5O4Rb", "method": "ωB97M-V/def2-TZVPD", "species": ["H", "O", "N", "Rb", "H", "H", "H", "H", "H", "C", "H", "H", "H", "H", "C", "C", "O", "H", "H", "H", "C", "H", "C", "H", "N", "H", "H", "N", "O", "H", "H", "C", "C", "H", "O", "H", "H", "N", "H", "N", "C"], "xyz": [[3.430, -1.266, -1.522], [-1.753, 3.464, -0.505], [-3.279, 4.997, -1.178], [-0.504, 0.829, -0.004], [0.706, -1.627, 4.491], [1.660, -3.003, 4.595], [1.866, -1.084, -1.979], [3.727, 1.153, -1.040], [0.299, -1.794, 1.926], [1.748, 2.773, -2.298], [1.125, -3.353, 2.087], [2.757, -2.850, 0.516], [-2.849, 2.429, -2.651], [3.197, 0.699, -2.789], [1.273, -2.284, 1.938], [-2.604, 3.869, -1.263], [1.796, 1.552, -1.524], [-3.341, 3.965, -3.204], [-3.084, 5.775, -0.564], [2.968, -0.408, 0.755], [1.906, -2.170, 0.552], [-3.859, -2.830, -1.033], [-2.730, -2.315, 0.529], [1.182, -2.553, -0.167], [-3.754, -2.889, -0.031], [-2.008, -2.258, 2.419], [0.915, 3.322, -1.859], [-2.762, -2.550, 1.813], [2.138, -1.689, 2.909], [1.691, 2.541, -3.362], [-3.489, -3.144, 2.186], [2.961, 0.797, -1.729], [2.583, -0.616, -1.305], [-4.390, -3.355, 0.602], [-1.802, -1.789, -0.049], [2.704, 3.265, -2.119], [-3.849, 5.246, -1.974], [2.253, -0.779, 0.146], [2.387, -1.510, 4.932], [-2.920, 3.419, -2.466], [1.703, -1.978, 4.224]], "mulliken_charge": [0.46, -0.55, -0.39, 0.80, 0.30, 0.35, 0.41, 0.33, -0.16, -0.78, 0.47, 0.35, 0.18, 0.38, 0.06, 0.67, -0.13, 0.17, 0.23, 0.21, -0.92, 0.23, 0.69, 0.36, -0.42, 0.18, 0.18, -0.32, -0.35, 0.30, 0.15, -0.51, -0.92, 0.14, -0.58, 0.32, 0.13, -0.11, 0.31, -0.38, -0.85], "de_lowest_ev": 1.746, "total_energy_ev": -24960.6870, "spin_multiplicity": 1, "molar_mass_g_mol": 338.77, "lumo_ev": -2.4, "gap_ev": 9.1, "total_charge": 1}

No. 2
{"formula": "C6H20N2O2", "method": "ωB97M-V/def2-TZVPD", "species": ["H", "H", "H", "H", "O", "C", "N", "H", "H", "C", "H", "H", "H", "O", "H", "C", "H", "C", "H", "C", "H", "H", "H", "H", "H", "N", "C", "H", "H", "H"], "xyz": [[-1.338, -2.017, -2.976], [2.925, 0.675, -0.514], [2.705, 0.097, 2.532], [-0.536, 0.623, 1.026], [1.056, -3.590, 0.376], [-1.691, 0.015, -2.322], [-1.489, 0.869, -1.123], [-0.014, 2.356, -1.250], [-2.737, 0.174, -2.609], [1.743, 0.593, 2.313], [3.488, 1.649, 0.820], [0.672, 0.719, -1.349], [-2.469, -0.668, 1.303], [-3.264, -1.178, 1.521], [-3.051, -1.328, 2.464], [0.196, 1.335, 0.638], [2.361, 2.364, -0.397], [-1.377, -1.426, -2.061], [-2.079, 1.670, -1.325], [-0.130, 1.318, -0.917], [0.333, -4.046, 0.865], [-2.188, -1.850, -1.450], [-1.090, 0.426, -3.148], [1.013, -0.088, 2.739], [-0.554, -1.629, -1.373], [1.523, 0.879, 0.934], [2.640, 1.479, 0.173], [1.850, 1.476, 2.974], [-0.083, 2.322, 1.056], [1.585, -3.219, 1.079]], "mulliken_charge": [0.34, 0.31, 0.38, -0.29, -0.63, -0.56, -0.21, 0.21, 0.40, -1.15, 0.42, 0.41, 0.31, -0.67, 0.31, 0.07, 0.32, -0.94, 0.27, -0.75, 0.32, 0.24, 0.31, 0.32, 0.25, 0.24, -1.16, 0.40, 0.21, 0.31], "de_lowest_ev": 2.124, "total_energy_ev": -13620.0573, "spin_multiplicity": 1, "molar_mass_g_mol": 152.24, "lumo_ev": 0.6, "gap_ev": 8.6, "smiles": "CCNCCN(C)C.O.O"}

No. 3
{"formula": "C33H27Br3ILuN4O3S2", "method": "ωB97M-V/def2-TZVPD", "species": ["N", "C", "Br", "H", "C", "C", "C", "C", "H", "H", "H", "C", "C", "I", "C", "C", "H", "H", "N", "C", "C", "O", "H", "C", "H", "C", "C", "C", "Lu", "O", "H", "C", "C", "O", "C", "H", "H", "C", "C", "C", "C", "H", "C", "H", "S", "C", "C", "H", "C", "H", "H", "C", "H", "C", "H", "S", "Br", "H", "C", "C", "H", "N", "Br", "C", "H", "H", "N", "C", "H", "C", "H", "H", "H", "H"], "xyz": [[0.335, -1.645, -2.542], [-0.126, 4.781, -1.919], [-1.951, -3.947, 4.279], [-2.821, -2.522, -2.050], [3.185, -0.838, 2.938], [0.220, -2.627, 1.003], [0.469, 3.643, -1.393], [1.385, 2.264, 1.714], [1.187, 2.366, 5.702], [0.196, 2.650, 4.276], [-0.019, -4.474, 2.106], [0.364, 3.335, -0.038], [-5.196, -0.730, -0.314], [1.421, 2.322, -2.674], [1.914, 1.385, 3.957], [-1.831, -2.330, -1.631], [-2.259, -1.120, 3.521], [-0.471, -3.395, -5.916], [3.100, -0.685, 4.237], [-0.859, 5.620, -1.098], [3.864, -2.050, 2.388], [2.719, -0.587, -2.072], [-1.297, 0.284, 1.756], [-1.202, -2.873, 2.901], [0.925, -3.100, 0.319], [-1.562, -1.540, 2.806], [-1.134, -2.894, -3.955], [-0.100, -1.270, 0.851], [1.233, -0.033, -0.656], [2.762, -0.089, 0.743], [-4.819, -1.627, 0.189], [-0.235, -2.917, -4.976], [-1.004, -0.762, 1.797], [1.846, 3.802, 4.345], [2.055, -2.289, -5.768], [-2.103, -3.363, -4.058], [-1.590, -3.163, -0.966], [1.977, 1.239, 2.545], [3.491, -1.100, -4.250], [1.026, -2.315, -4.792], [2.630, 0.115, 2.021], [3.133, -2.697, 1.899], [3.251, -1.692, -5.503], [-6.312, 1.033, 0.294], [-1.899, 1.318, -1.088], [1.266, -1.702, -3.547], [-5.566, 0.350, 0.699], [-0.588, 3.913, 1.799], [-1.012, 5.302, 0.241], [4.594, -1.773, 1.627], [4.033, -1.669, -6.249], [-3.338, 0.737, -0.524], [-0.029, 4.998, -2.974], [-0.300, -3.433, 2.012], [-5.937, -0.081, 1.625], [-4.016, 1.243, 1.004], [1.775, -3.085, -7.465], [-3.798, -0.589, -1.961], [-0.413, 4.171, 0.764], [-0.821, -2.253, -2.731], [-1.617, 5.926, 0.885], [0.979, 2.155, 0.489], [5.161, -0.292, -3.935], [2.477, 0.403, 4.729], [1.286, 3.224, 2.215], [-6.047, -1.002, -0.937], [-4.144, -0.140, -1.128], [1.227, 2.546, 4.623], [2.779, 3.726, 4.572], [2.537, -1.101, -3.247], [2.427, 0.470, 5.811], [-1.328, 6.503, -1.508], [4.342, -2.596, 3.197], [-1.831, -1.436, -1.014]], "mulliken_charge": [0.49, -0.65, -0.22, 0.45, 0.92, -0.55, 0.28, -0.93, 0.39, 0.30, 0.48, -0.28, -0.71, 0.30, 0.61, -1.13, 0.50, 0.35, -0.67, -0.62, -1.16, -0.66, 0.54, -0.32, 0.48, -0.80, -1.11, 0.73, 0.97, -1.06, 0.27, -1.03, -0.14, -0.54, -0.08, 0.44, 0.26, 0.20, -0.26, 0.70, 0.19, 0.12, -0.29, 0.34, 0.12, 0.15, -0.56, 0.51, -1.05, 0.34, 0.43, -0.07, 0.42, -0.56, 0.39, -0.03, -0.24, 0.36, 0.10, 0.96, 0.39, 0.24, -0.16, -1.01, 1.45, 0.44, -0.22, -0.87, 0.36, 0.08, 0.36, 0.39, 0.40, -0.19], "de_lowest_ev": 0.749, "total_energy_ev": -320285.6691, "spin_multiplicity": 1, "molar_mass_g_mol": 1133.32, "lumo_ev": -0.5, "gap_ev": 7.2}

No. 4
{"formula": "CH4InO", "method": "ωB97M-V/def2-TZVPD", "species": ["H", "H", "In", "H", "O", "C", "H"], "xyz": [[-0.654, -1.025, 0.559], [0.487, 0.683, -1.217], [2.725, -0.153, 1.693], [-1.173, 0.654, 0.441], [0.571, 0.331, -0.328], [-0.707, -0.165, -0.108], [-1.249, -0.325, -1.040]], "lowdin_spin": [0.10, 0.02, -0.61, 0.13, 0.72, 0.49, 0.14], "de_lowest_ev": 0.000, "total_energy_ev": -8249.4762, "spin_multiplicity": 2, "molar_mass_g_mol": 146.86, "lumo_ev": [-28.4, -29.8], "gap_ev": [8.0, 4.8], "total_charge": 4}

No. 5
{"formula": "C32H28NO10PSTa", "method": "ωB97M-V/def2-TZVPD", "species": ["C", "H", "H", "H", "H", "C", "N", "O", "H", "C", "H", "C", "P", "C", "H", "H", "C", "C", "O", "H", "C", "C", "C", "Ta", "C", "H", "H", "O", "H", "C", "C", "C", "O", "H", "C", "H", "H", "C", "O", "C", "C", "H", "C", "H", "C", "O", "C", "C", "C", "C", "O", "H", "H", "C", "S", "C", "H", "O", "H", "H", "H", "C", "H", "C", "H", "O", "H", "H", "O", "C", "C", "H", "C", "C"], "xyz": [[-0.592, -1.635, 0.838], [-1.450, -2.616, 3.156], [1.319, -3.089, -5.099], [2.888, -4.531, 1.724], [-0.590, -3.925, -0.613], [5.976, -3.852, -0.190], [-2.837, 1.122, 0.000], [-2.341, -0.755, -1.627], [-0.627, 3.478, -3.332], [0.144, -3.981, 3.641], [-0.461, 3.530, 3.437], [1.069, -3.107, -1.724], [2.058, -2.631, -0.317], [-5.283, 2.391, 0.300], [-2.024, 0.144, 4.655], [1.050, 2.942, 2.704], [-0.150, 1.781, -2.687], [1.293, -3.185, 1.223], [-4.163, -0.361, -2.893], [-2.290, 1.888, 4.516], [3.609, -3.530, -0.502], [-1.534, 1.116, 4.659], [2.542, -0.891, -0.122], [-1.010, 0.036, -0.476], [5.881, -5.122, -0.740], [1.866, -5.235, 3.847], [2.835, -0.510, -1.103], [-0.019, 2.746, -3.541], [6.932, -3.474, 0.145], [0.061, -2.651, 1.641], [3.521, -4.812, -1.056], [1.357, -4.508, 3.228], [-0.959, 1.821, -1.749], [4.572, -6.592, -1.598], [-0.506, -3.047, 2.849], [2.598, -2.446, -3.099], [-1.043, 1.259, 5.620], [-3.534, -0.132, -1.915], [-6.646, 3.935, 1.396], [4.651, -5.603, -1.169], [1.835, 0.212, 0.701], [-1.860, -4.535, -2.620], [-5.083, 1.477, -0.739], [0.850, 2.894, 4.462], [-3.860, 0.879, -0.862], [2.418, 0.619, 1.665], [-0.888, -4.073, -2.723], [0.900, -3.256, -4.115], [0.334, 2.788, 3.510], [4.847, -3.058, -0.063], [-1.578, -0.993, 1.267], [-5.900, 1.268, -1.418], [3.458, -1.008, 0.459], [-0.358, -3.835, -3.980], [-0.325, 1.125, 3.323], [-4.232, 2.647, 1.167], [0.774, 0.261, -3.872], [-7.444, 2.856, -0.440], [-2.183, 2.151, 1.662], [2.570, -5.192, -1.406], [-4.400, 3.353, 1.970], [-3.025, 2.001, 0.998], [-0.921, -4.111, -4.862], [1.937, -4.113, 2.024], [1.734, 0.904, -2.531], [0.221, -0.421, -2.004], [-0.292, -4.293, 4.580], [6.765, -5.737, -0.834], [0.701, 0.755, 0.275], [0.724, 0.572, -2.824], [1.616, -2.895, -2.992], [4.965, -2.080, 0.381], [-6.658, 3.100, 0.483], [-0.172, -3.716, -1.588]], "mulliken_charge": [-0.03, 0.64, 0.48, 0.44, 0.55, -0.91, -0.10, -0.46, 0.42, -0.97, 0.34, 0.63, 3.41, 0.30, 0.30, 0.29, 0.31, -0.03, -0.54, 0.29, -0.13, -1.02, -0.86, 3.00, -0.51, 0.47, 0.50, -0.45, 0.45, 0.38, -0.30, -0.75, -0.60, 0.44, -0.60, 0.44, 0.40, -0.13, -0.69, -0.92, -0.33, 0.48, -0.74, 0.39, 1.10, -0.57, -0.87, -0.80, -1.06, -0.35, -0.65, 0.63, 0.42, -0.56, 0.29, -0.97, 0.47, -0.68, 0.44, 0.47, 0.53, -0.09, 0.44, -1.35, 0.36, -0.41, 0.46, 0.43, -0.69, -0.46, -0.48, 0.50, 0.41, -0.25], "de_lowest_ev": 0.000, "total_energy_ev": -77276.1836, "spin_multiplicity": 1, "molar_mass_g_mol": 830.56, "lumo_ev": -4.8, "gap_ev": 4.8, "total_charge": 1}

No. 6
{"formula": "C32H30ClCoN6O6S3Se", "method": "ωB97M-V/def2-TZVPD", "species": ["H", "H", "H", "C", "Cl", "C", "C", "H", "N", "H", "C", "H", "S", "C", "H", "S", "C", "H", "H", "Se", "H", "C", "C", "H", "C", "H", "C", "H", "C", "H", "N", "C", "C", "C", "C", "H", "C", "N", "O", "C", "H", "C", "C", "C", "C", "O", "H", "O", "H", "H", "H", "C", "C", "N", "H", "C", "Co", "O", "H", "C", "O", "O", "N", "C", "N", "C", "H", "H", "C", "C", "H", "C", "H", "C", "C", "H", "S", "H", "H", "H"], "xyz": [[-1.638, -2.011, -4.258], [1.766, 1.706, 4.883], [-1.159, 5.081, 3.227], [-0.542, 4.335, 2.724], [-3.024, -1.456, 0.034], [4.693, -0.882, -2.357], [5.856, 0.451, -4.495], [5.091, 0.361, -0.019], [-4.933, -0.174, 5.001], [-0.651, -5.157, -0.576], [5.774, 1.062, -3.253], [6.308, 0.977, -5.326], [2.605, -0.546, 0.693], [-1.326, 0.387, 4.589], [-1.069, 4.937, 0.702], [3.509, 2.013, -0.692], [-0.315, 1.195, 5.093], [2.035, 0.297, 2.866], [-2.091, 3.635, 1.362], [-4.792, 1.039, 6.315], [1.535, 4.157, -1.452], [5.200, 0.402, -2.171], [-1.859, -4.828, -2.280], [-5.490, -1.909, 3.542], [0.052, -0.168, -3.651], [5.860, 1.816, -0.685], [-0.976, -4.473, -1.350], [4.365, -2.489, -3.731], [5.070, 1.080, -0.837], [-0.534, 1.855, 5.923], [-3.021, 1.238, 6.073], [-3.735, -0.374, 4.492], [-2.312, -3.860, -3.295], [0.932, 1.124, 4.517], [-3.445, -1.317, 3.441], [-2.703, -4.274, -4.220], [-0.358, -3.125, -1.287], [0.583, -0.452, -1.271], [-3.051, -2.709, -2.845], [-4.671, -2.684, 1.751], [0.276, 5.335, -1.055], [-3.382, -2.678, 1.065], [4.770, -1.493, -3.601], [-4.605, -2.017, 2.923], [-1.056, -0.475, 3.527], [-0.897, 1.485, 0.690], [-2.794, -2.003, -1.179], [-4.243, -0.704, -0.356], [-0.546, 3.430, 3.334], [-0.880, 0.385, -3.798], [-1.480, 3.494, -1.285], [0.488, 4.419, -1.610], [-1.673, -2.534, -3.309], [0.131, -0.443, 2.884], [-0.185, 2.371, -1.766], [-2.058, -1.488, 3.092], [0.355, -1.099, 0.703], [-2.370, -3.307, 1.749], [0.877, 0.537, -3.661], [1.095, 0.315, 3.399], [0.447, -2.918, -0.345], [-1.600, -1.070, 0.293], [1.475, 0.602, -1.474], [-0.006, -0.912, -2.336], [-1.438, -2.416, 2.410], [5.355, -0.832, -4.671], [6.147, 2.072, -3.122], [4.219, -1.393, -1.526], [-0.416, 3.269, -1.194], [-0.662, -2.190, -2.301], [0.482, 4.707, 2.678], [-2.687, 0.441, 5.108], [0.166, -0.863, -4.481], [2.381, 0.637, -0.566], [-1.080, 4.046, 1.332], [0.355, 4.635, -2.670], [-0.114, 2.744, 0.509], [-5.545, -3.200, 1.387], [-2.256, -5.836, -2.314], [5.418, -1.312, -5.640]], "lowdin_spin": [0.00, 0.00, 0.00, 0.00, 0.01, 0.00, 0.00, 0.00, 0.05, 0.00, 0.00, 0.00, 0.00, -0.01, 0.00, 0.00, 0.00, 0.00, 0.00, 0.04, 0.00, 0.00, 0.00, 0.00, 0.00, 0.00, 0.00, 0.00, 0.00, 0.00, -0.01, -0.01, 0.00, -0.01, 0.08, 0.00, 0.00, 0.01, 0.00, 0.08, 0.00, 0.01, 0.00, -0.01, 0.00, 0.00, 0.00, 0.01, 0.00, 0.00, 0.00, 0.00, 0.00, 0.00, 0.00, -0.02, 0.53, 0.05, 0.00, 0.00, 0.03, 0.01, 0.00, 0.00, 0.15, 0.00, 0.00, 0.00, 0.00, 0.00, 0.00, 0.00, 0.00, 0.00, 0.00, 0.00, 0.00, 0.00, 0.00, 0.00], "de_lowest_ev": 11.971, "total_energy_ev": -202882.5500, "spin_multiplicity": 2, "molar_mass_g_mol": 864.17, "lumo_ev": [2.1, 0.7], "gap_ev": [6.6, 4.0], "total_charge": -1}